9
Properties=species:S:1:pos:R:3:forces:R:3 method="wB97M-V/def2-TZVPD" e_above_lowest_kj_mol=337.13 gap_ev=10.73 multiplicity=1 e_tot_ev=-19549.8206 e_homo_ev=-10.593 max_force_ev_per_a=4.55
S -0.4160 -0.1550 -0.8690 -2.127 -3.566 0.887
O -1.9373 -0.2818 -0.5173 -0.199 3.221 3.204
O -0.1088 0.5105 -2.0666 0.534 0.505 -0.961
O 2.1791 -0.2672 0.3971 -0.144 0.578 1.204
N -0.0178 0.4007 0.5213 1.416 0.031 0.911
C 1.2992 0.2837 1.0275 -1.363 -0.521 -2.111
H -0.4672 -1.6308 -1.0306 1.349 2.225 0.103
H -1.7939 0.4132 0.5186 -0.399 -2.480 -3.650
H 1.2626 0.7267 2.0191 0.933 0.009 0.412